# 1
C3H9NOS2 in the gas phase, computed with ωB97M-V with the def2-TZVPD basis set.

Results
2S+1 = 1
LUMO = 0.59 eV
gap between HOMO and LUMO = 9.61 eV
calculated total energy = -1046.06021 hartree
total charge = 0
ΔE to the lowest compared entry with this formula, charge and spin = 0.691 eV
SMILES = N[C@H](CO)CSS

Element x y z (Å)
1 N 1.193859 0.270684 0.673312
2 C 0.301255 -0.184540 -0.368207
3 C 0.179902 0.939613 -1.400431
4 O 1.463663 1.336742 -1.916800
5 C -1.120358 -0.355321 0.192919
6 S -1.541170 -2.033823 0.728027
7 S -0.672608 -2.121438 2.607660
8 H 1.931118 0.849448 0.285951
9 H 1.676183 -0.494998 1.129063
10 H 0.541529 -1.124121 -0.879798
11 H -0.298044 1.791074 -0.915373
12 H -0.418720 0.684973 -2.265431
13 H 1.682867 2.217441 -1.607687
14 H -1.273618 0.313940 1.031384
15 H -1.837728 -0.118487 -0.593485
16 H -1.808130 -1.971186 3.298896

Cartesian forces, eV/Å:
N 0.627 -0.194 0.234
C -1.018 0.491 -0.415
C 0.863 0.555 -0.071
O -0.183 -0.233 0.148
C 0.125 -0.299 -0.060
S 0.195 -0.044 0.224
S -0.141 -0.145 -0.327
H -0.042 -0.134 -0.187
H -0.204 -0.032 0.109
H 0.475 0.097 0.106
H -0.068 0.120 0.100
H -0.267 -0.435 -0.033
H -0.076 0.053 0.003
H -0.036 0.196 0.038
H -0.227 -0.096 -0.009
H -0.023 0.098 0.138


# 2
A molecular structure, C29H33MnN4O4P, computed with ωB97M-V with the def2-TZVPD basis set.

Results
2S+1 = 6
LUMO (alpha / beta) = 0.06 / 0.05 eV
gap between HOMO and LUMO (alpha / beta) = 7.80 / 7.82 eV
calculated total energy = -3137.26579 hartree
total charge = 0
ΔE to the lowest compared entry with this formula, charge and spin = 0.000 eV

Element x y z (Å)
1 Mn 0.043578 0.123802 -0.041648
2 O -3.277454 1.573180 5.155371
3 C -2.129595 2.177209 5.374905
4 O -1.876926 2.746146 6.410631
5 C -1.078552 2.105001 4.308472
6 C 0.146952 2.694142 4.510332
7 N 0.876715 2.468148 3.406257
8 N 0.210873 1.760835 2.479828
9 C -0.977414 1.527789 3.013848
10 C -1.985203 0.738915 2.225663
11 O -3.051521 0.455163 2.783851
12 O -1.657822 0.349035 1.066442
13 H -3.286292 1.145258 4.240809
14 H 0.515902 3.245160 5.358532
15 H 1.819644 2.765988 3.227209
16 C 2.829060 0.042130 1.443910
17 N 2.470295 0.084636 0.017951
18 C 3.213848 -0.991886 -0.653737
19 C 2.891497 1.363241 -0.582769
20 C 1.899397 2.483149 -0.355049
21 N 0.579068 2.149193 -0.894759
22 C -0.398138 3.178358 -0.517305
23 C 0.614797 2.017260 -2.360507
24 H 3.914293 0.149733 1.573845
25 H 2.515439 -0.915755 1.862233
26 H 2.313788 0.823696 1.989637
27 H 4.293680 -0.817048 -0.554044
28 H 2.939921 -1.038662 -1.704387
29 H 2.966023 -1.945890 -0.199554
30 H 3.021222 1.201172 -1.652265
31 H 3.876500 1.654285 -0.193889
32 H 2.280553 3.407923 -0.811221
33 H 1.773749 2.672838 0.711252
34 H -0.147151 4.145180 -0.971628
35 H -0.414564 3.282976 0.565785
36 H -1.390148 2.878164 -0.850690
37 H 1.082303 2.899509 -2.816304
38 H -0.400738 1.912514 -2.733310
39 H 1.149219 1.118384 -2.660656
40 C 0.172787 -7.530869 -2.638831
41 C -0.482856 -7.079664 -1.500692
42 C -0.376506 -5.751460 -1.117977
43 C 0.394021 -4.858269 -1.860671
44 C 1.051624 -5.324704 -2.997413
45 C 0.938147 -6.651131 -3.390160
46 P 0.577622 -3.088680 -1.449680
47 C 0.435954 -3.152292 0.384108
48 C 1.525812 -3.650652 1.107947
49 C 1.528605 -3.644579 2.491722
50 C 0.443270 -3.124074 3.191010
51 C -0.649999 -2.640875 2.491858
52 C -0.657829 -2.663438 1.097676
53 C -0.943450 -2.268560 -1.991593
54 C -1.912158 -2.911460 -2.752242
55 C -3.001624 -2.194851 -3.233027
56 C -3.112300 -0.847938 -2.925130
57 C -2.139653 -0.232881 -2.140531
58 C -1.008787 -0.898619 -1.657074
59 H 0.087860 -8.568217 -2.936699
60 H -1.081863 -7.764346 -0.913634
61 H -0.897477 -5.403732 -0.233587
62 H 1.660291 -4.641032 -3.578332
63 H 1.452369 -6.997774 -4.277518
64 H 2.378488 -4.059907 0.574193
65 H 2.377122 -4.046769 3.031451
66 H 0.448812 -3.110034 4.273481
67 H -1.516983 -2.258582 3.017258
68 H -1.538475 -2.317157 0.572224
69 H -1.821918 -3.967595 -2.978740
70 H -3.759209 -2.687529 -3.829461
71 H -3.961649 -0.276982 -3.281555
72 H -2.300558 0.813444 -1.884087

Cartesian forces, eV/Å:
Mn -0.128 -0.282 -0.405
O -0.084 -0.077 -0.438
C 0.184 -0.225 0.102
O -0.074 0.071 -0.075
C 0.055 0.064 0.018
C 0.003 0.033 -0.018
N -0.005 -0.003 0.011
N 0.054 -0.039 -0.008
C -0.116 0.153 -0.055
C -0.150 -0.566 0.247
O -0.052 0.305 0.107
O 0.285 0.300 0.031
H 0.059 0.011 0.205
H -0.016 -0.006 0.001
H 0.017 0.006 0.018
C -0.008 -0.083 0.017
N -0.053 0.055 0.132
C -0.040 0.004 -0.011
C 0.073 -0.011 -0.010
C 0.010 0.067 0.043
N -0.153 0.016 -0.052
C 0.016 0.052 0.014
C -0.013 0.032 0.004
H -0.003 -0.011 0.003
H 0.006 0.005 -0.001
H -0.002 0.053 -0.001
H 0.001 0.000 -0.030
H -0.003 -0.005 -0.012
H 0.016 0.013 0.000
H -0.014 0.001 -0.003
H -0.009 0.014 0.025
H 0.015 -0.015 -0.032
H -0.008 -0.005 0.004
H 0.009 -0.004 -0.007
H -0.008 -0.007 -0.017
H 0.001 -0.005 -0.003
H -0.011 0.002 -0.007
H -0.008 0.011 0.004
H 0.026 0.010 0.008
C 0.008 -0.006 -0.017
C -0.003 -0.004 -0.003
C -0.024 0.001 0.024
C -0.145 -0.052 -0.085
C -0.003 -0.019 -0.003
C -0.011 -0.019 0.011
P 0.410 -0.096 0.055
C -0.100 0.120 0.061
C 0.020 0.012 -0.093
C -0.017 -0.023 0.065
C 0.017 0.002 -0.001
C -0.034 0.002 -0.054
C -0.038 -0.034 0.053
C 0.057 0.087 0.087
C -0.087 0.012 -0.102
C 0.036 0.044 0.041
C 0.042 -0.038 -0.005
C -0.043 0.085 0.011
C 0.014 -0.114 0.161
H 0.002 0.004 -0.004
H 0.001 0.006 0.003
H 0.005 -0.002 0.004
H -0.006 0.011 0.010
H -0.001 -0.004 0.003
H -0.006 0.004 -0.006
H 0.008 0.001 -0.008
H -0.001 -0.002 -0.004
H 0.018 0.028 0.006
H 0.013 0.084 -0.033
H 0.005 -0.007 0.009
H 0.004 -0.002 -0.003
H -0.004 -0.003 0.003
H -0.015 -0.013 0.003